Here is a gas-phase ion, C3H6NO2S (charge -1) in a non-equilibrium geometry from the Open Molecules 2025 dataset. Energies are from ωB97M-V/def2-TZVPD.

Each line ends with the Mulliken charge.
CARTESIAN COORDINATES (ANGSTROEM)
C (0.07, -0.79, 0.46)  -0.71
C (-0.95, -0.44, -0.59)  -0.57
C (1.00, 1.32, -0.08)  -0.32
N (1.35, -0.13, -0.02)  -0.21
O (2.30, -0.40, 0.92)  -0.83
O (-1.61, 2.23, -0.18)  -0.67
S (-0.63, 1.38, -0.99)  0.30
H (-0.14, -0.37, 1.39)  0.45
H (0.37, -1.93, 0.49)  0.25
H (-0.61, -0.84, -1.55)  0.32
H (-1.95, -0.66, -0.24)  0.39
H (0.85, 1.95, 0.91)  0.28
H (1.80, 1.88, -0.72)  0.31

As for the total energy: -721.22831 Eh. Its HOMO energy is -0.0743 Ha. The value obtained for the energy above the lowest of the compared OMol25 structures with the same formula, charge and spin is 4.906 eV. The value obtained for the LUMO energy is 3.48 eV. Its total charge is -1.